(1)
{"formula": "C2H8N", "method": "ωB97M-V with the def2-TZVPD basis set", "gap_ev": 5.998, "total_charge": 1, "homo_ev": -16.2, "de_lowest_kj_mol": 560.2, "e_lumo_ev": -10.2, "total_energy_ha": -135.2874, "elements": ["C", "N", "C", "H", "H", "H", "H", "H", "H", "H", "H"], "xyz": [[-2.17968, 0.20432, -1.03036], [0.83424, 0.20020, 0.64725], [2.09923, -0.30864, 0.78822], [-1.23768, -0.00380, -0.51041], [-2.89708, 0.67002, -0.36713], [-2.47560, -0.74134, -1.47915], [0.64380, 0.83296, 1.45309], [-1.93243, 0.86165, -1.86441], [2.53440, -0.18231, 1.77932], [2.74435, -0.12615, -0.09644], [1.86645, -1.40690, 0.68003]], "lowdin_charge": [-0.04, 0.37, -0.03, -0.04, 0.02, 0.03, 0.15, 0.02, 0.12, 0.19, 0.21]}

---

(2)
{"formula": "C2H8N2", "method": "ωB97M-V with the def2-TZVPD basis set", "gap_ev": [5.992, 4.986], "s2": 0.75, "total_charge": -1, "homo_ev": [-1.0, -1.0], "de_lowest_kj_mol": 409.4, "spin_multiplicity": 2, "e_lumo_ev": [5.0, 4.0], "total_energy_ha": -190.2896, "elements": ["N", "C", "C", "N", "H", "H", "H", "H", "H", "H", "H", "H"], "xyz": [[0.20886, -0.10169, 1.85352], [-0.19386, -0.17400, 0.42004], [0.35037, 0.63002, -0.77542], [0.11053, 0.12530, -2.12741], [1.04407, 0.45974, 2.03468], [-1.13332, 0.22835, 0.78712], [-0.94342, -2.82038, 2.61688], [-0.37183, -1.19503, 0.03269], [-0.32580, 1.41381, -1.17713], [1.39591, 0.90708, -0.62063], [-1.62702, -2.49141, 2.55986], [-0.84442, 0.18123, -2.46334]], "lowdin_charge": [0.01, -0.36, -0.51, -0.25, -0.01, 0.07, 0.00, 0.07, 0.05, 0.06, 0.00, -0.13]}

---

(3)
{"formula": "C2H8N2", "method": "ωB97M-V with the def2-TZVPD basis set", "gap_ev": [3.028, 7.470], "s2": 0.75, "total_charge": -1, "homo_ev": [1.2, -3.3], "de_lowest_kj_mol": 102.9, "spin_multiplicity": 2, "e_lumo_ev": [4.3, 4.1], "total_energy_ha": -190.4064, "elements": ["N", "H", "H", "H", "C", "C", "N", "H", "H", "H", "H", "H"], "xyz": [[-0.44477, 1.17506, 3.24456], [-1.12985, 1.90310, 3.44573], [0.38866, 1.70408, 3.01487], [-0.82106, 0.76576, 2.39242], [0.26537, -1.20503, -0.23670], [0.03707, -0.83060, -1.53867], [0.27313, 0.38340, -2.08102], [1.21268, -0.89650, 0.18982], [-0.34086, -1.97258, 0.24884], [-0.33910, -1.55057, -2.26122], [0.68866, 1.13746, -1.55186], [-0.09341, 0.72837, -2.97134]], "lowdin_charge": [-0.07, -0.02, -0.03, -0.03, -0.16, -0.55, -0.11, 0.00, -0.01, 0.05, -0.03, -0.06]}

---

Please write out number 3 again, unchanged.
{"formula": "C2H8N2", "method": "ωB97M-V with the def2-TZVPD basis set", "gap_ev": [3.028, 7.470], "s2": 0.75, "total_charge": -1, "homo_ev": [1.2, -3.3], "de_lowest_kj_mol": 102.9, "spin_multiplicity": 2, "e_lumo_ev": [4.3, 4.1], "total_energy_ha": -190.4064, "elements": ["N", "H", "H", "H", "C", "C", "N", "H", "H", "H", "H", "H"], "xyz": [[-0.44477, 1.17506, 3.24456], [-1.12985, 1.90310, 3.44573], [0.38866, 1.70408, 3.01487], [-0.82106, 0.76576, 2.39242], [0.26537, -1.20503, -0.23670], [0.03707, -0.83060, -1.53867], [0.27313, 0.38340, -2.08102], [1.21268, -0.89650, 0.18982], [-0.34086, -1.97258, 0.24884], [-0.33910, -1.55057, -2.26122], [0.68866, 1.13746, -1.55186], [-0.09341, 0.72837, -2.97134]], "lowdin_charge": [-0.07, -0.02, -0.03, -0.03, -0.16, -0.55, -0.11, 0.00, -0.01, 0.05, -0.03, -0.06]}